{"formula": "C10H20N3O2", "method": "ωB97M-V/def2-TZVPD", "gap_ev": [5.25, 6.42], "homo_ev": [-7.951, -13.347], "total_charge": 1, "spin_multiplicity": 3, "e_lumo_ev": [-2.70, -6.93], "de_lowest_kj_mol": 0.0, "elements": ["C", "C", "C", "C", "C", "C", "C", "C", "C", "C", "N", "N", "N", "O", "O", "H", "H", "H", "H", "H", "H", "H", "H", "H", "H", "H", "H", "H", "H", "H", "H", "H", "H", "H", "H"], "positions_angstrom": [[-0.61, 1.55, 1.93], [3.18, -0.91, -0.31], [2.48, -1.50, 0.93], [2.23, -0.37, -1.32], [-2.41, -0.54, -1.96], [1.52, -0.47, 1.42], [1.23, 0.58, -0.71], [-3.08, 0.83, -1.70], [-2.28, -0.01, 0.29], [-1.88, 2.28, 2.16], [-1.87, -0.89, -0.65], [-0.56, 0.74, 0.84], [0.53, -0.09, 0.38], [0.37, 1.76, 2.63], [-3.00, 0.96, -0.29], [3.95, -0.22, 0.10], [3.66, -1.75, -0.73], [2.01, -2.43, 0.61], [3.17, -1.78, 1.67], [2.75, 0.11, -2.13], [1.66, -1.23, -1.59], [-3.16, -1.32, -2.26], [-1.56, -0.37, -2.62], [0.85, -1.05, 2.22], [2.02, 0.37, 1.69], [1.75, 1.42, -0.23], [0.52, 0.80, -1.57], [-2.56, 1.67, -2.16], [-4.16, 0.81, -1.95], [-2.73, -0.32, 1.34], [-1.69, 3.30, 2.34], [-2.29, 1.69, 2.94], [-2.49, 2.16, 1.25], [-1.74, -1.91, -0.48], [-0.01, -0.91, 0.13]]}